# 1
10
Properties=species:S:1:pos:R:3:forces:R:3:mulliken_charge:R:1 method="wB97M-V/def2-TZVPD" relative_energy_kcal_mol=7.1 fmax_ev_per_a=0.5 lumo_ev=0.36 orbital_gap_ev=8.77
S 2.34812 0.38569 -1.14587 -0.2 0.2 -0.4 -0.154
S 2.87497 -1.00445 0.30987 0.1 -0.3 0.4 -0.147
H 1.21905 0.80915 -0.56303 0.0 0.2 0.1 0.159
H 1.74237 -0.94142 1.01755 0.0 0.0 0.0 0.116
O -1.81670 -1.14388 -0.31552 -0.2 0.0 -0.2 -0.642
H -0.92097 -1.39216 -0.08134 0.2 -0.2 0.0 0.321
H -1.99072 -1.60480 -1.15045 0.1 0.2 0.3 0.323
O -0.77196 1.63043 0.73959 0.1 -0.5 -0.1 -0.623
H -1.35374 2.38840 0.68482 -0.1 0.2 0.0 0.301
H -1.33040 0.87305 0.50438 0.0 0.1 -0.1 0.344


# 2
19
Properties=species:S:1:pos:R:3:forces:R:3:mulliken_charge:R:1 method="wB97M-V/def2-TZVPD" relative_energy_kcal_mol=149.0 fmax_ev_per_a=4.0 lumo_ev=-1.98 orbital_gap_ev=6.18
O -1.24092 2.23936 0.15808 0.1 -1.1 -0.9 -0.611
C -1.75778 1.10980 0.30716 0.3 3.4 2.0 -0.431
C -1.47628 -0.07429 -0.41827 1.7 -2.6 1.0 0.209
C -0.42971 -0.06576 -1.48163 -0.7 0.8 -0.4 -0.683
C 0.92896 -0.52947 -0.89544 -1.3 0.4 1.8 -0.363
C 1.43469 0.26092 0.07040 0.3 -0.8 -1.3 0.084
C 2.77049 0.01346 0.70058 -0.9 0.0 1.6 -1.248
N -1.97409 -1.32571 0.03232 0.4 1.1 0.0 -0.446
H -2.65954 1.14854 0.92182 -0.5 -0.9 0.1 0.480
H -0.94124 0.26273 1.94970 -0.6 0.0 -1.5 0.067
H -0.37932 0.99009 -1.76306 0.4 -0.2 -0.2 0.296
H -0.74501 -0.63654 -2.35177 0.1 -0.3 0.0 0.398
H 1.16183 -1.59395 -0.92065 0.3 0.3 -0.7 0.312
H 0.83823 1.12994 0.30627 0.4 0.6 0.1 0.435
H 3.52772 0.54606 0.15900 0.6 0.0 -0.5 0.288
H 2.83637 0.41895 1.73901 -0.3 -0.3 -0.7 0.323
H 2.93550 -1.06500 0.77165 0.4 0.2 -0.3 0.309
H -1.95019 -1.23053 1.04122 -0.7 -0.3 0.1 0.307
H -2.87970 -1.59861 -0.32640 0.1 -0.2 -0.4 0.274


# 3
10
Properties=species:S:1:pos:R:3:forces:R:3:mulliken_charge:R:1 method="wB97M-V/def2-TZVPD" relative_energy_kcal_mol=9.2 fmax_ev_per_a=4.3 lumo_ev=-0.90 orbital_gap_ev=8.89
F -1.81145 -0.92275 -0.86616 -0.1 0.1 0.0 -0.185
C -1.45505 0.20168 -0.23853 3.2 -1.0 0.4 0.560
F -1.72833 1.21698 -1.02988 0.0 0.1 0.2 -0.175
Cl -2.24368 0.32760 1.31478 -0.1 0.1 -0.1 -0.103
C 0.35664 0.17249 0.03154 -4.0 1.5 -0.6 0.445
N 0.65510 1.38645 0.08002 0.0 0.6 0.1 -0.355
Cl 2.20429 2.05211 0.26731 0.2 0.0 0.1 -0.079
N 0.98947 -0.99717 -0.10786 1.4 -1.8 -0.1 -0.096
Cl 2.73231 -0.97400 0.02315 -0.8 -0.3 0.0 -0.019
Cl 0.30069 -2.46340 0.52563 0.2 0.8 -0.1 0.008


# 4
11
Properties=species:S:1:pos:R:3:forces:R:3:mulliken_charge:R:1 method="wB97M-V/def2-TZVPD" relative_energy_kcal_mol=19.7 fmax_ev_per_a=3.8 lumo_ev=-0.60 orbital_gap_ev=8.95
C -0.45730 -0.48536 -0.34584 -3.4 0.2 -1.6 0.698
N 0.67275 1.85569 -0.89643 -1.0 0.1 1.0 -0.558
N -0.59855 -1.53182 0.45964 0.1 0.1 0.0 -0.327
O 0.26878 0.93117 1.63568 -1.0 1.1 1.4 -0.556
F -0.41131 -0.94528 -1.58585 0.6 1.4 0.1 -0.201
F -1.84575 0.59379 -0.32924 2.1 -2.1 0.0 -0.494
S 0.50476 0.90093 0.24553 2.7 -0.4 -2.6 0.774
I 2.64642 -0.37575 0.21717 0.4 -0.2 0.0 -0.074
H 1.03291 2.80672 -0.78061 -0.2 -0.6 0.2 0.281
H -0.84219 -2.41339 0.03398 -0.1 0.2 -0.1 0.236
H -0.97053 -1.33669 1.34596 -0.3 0.1 1.4 0.220


# 5
18
Properties=species:S:1:pos:R:3:forces:R:3:mulliken_charge:R:1 method="wB97M-V/def2-TZVPD" relative_energy_kcal_mol=19.1 fmax_ev_per_a=5.6 lumo_ev=-7.36 orbital_gap_ev=12.42 total_charge=+2
C -3.82205 0.05892 0.15676 -1.2 -3.3 -3.2 0.407
C 1.67691 0.99330 -0.61369 -0.9 -0.9 0.5 -1.325
C 0.85699 0.03784 0.37080 2.2 0.8 -1.2 0.235
N -4.00697 -0.74386 -0.67313 -0.4 0.6 -0.1 -0.125
N -3.44695 0.85060 1.00352 2.4 3.1 4.0 -0.250
N 1.47013 -1.32363 0.14580 1.7 -4.2 -0.4 -0.510
O -0.42803 -0.16953 -0.01076 -3.1 1.0 -1.9 -0.525
H 2.68632 1.10446 -0.32600 1.1 0.5 1.2 0.433
H 1.22956 1.98823 -0.72091 0.0 -0.4 -0.1 0.344
H 1.91020 0.47994 -1.57403 -1.2 0.3 0.2 0.416
H 0.94232 0.16087 1.51436 -0.2 0.4 -1.9 0.354
H -4.77422 -1.27840 -1.07668 0.2 -0.1 0.2 0.361
H -0.74622 0.16109 -0.94069 1.7 -0.7 2.4 0.389
H -2.79452 0.52693 1.76575 -1.1 0.4 -0.9 0.303
H -3.55950 1.87066 0.91423 -0.1 -0.5 0.0 0.313
H 1.88080 -1.55331 -0.85431 -1.2 1.0 2.1 0.395
H 2.29974 -1.59041 0.79641 -1.7 0.6 -1.0 0.406
H 0.67515 -2.06477 0.28490 1.8 1.5 -0.1 0.378